Entry from the OMol25 dataset: one molecule with the formula C4H5F3O3S at a distorted geometry (ωB97M-V/def2-TZVPD).

CARTESIAN COORDINATES (ANGSTROEM)
C 0.36412 -0.64034 -0.00011
S 0.82418 2.15094 -0.27836
C -0.58030 -1.35923 0.52880
O 0.94083 0.99974 -1.58619
O 0.67087 3.33794 -1.37200
F -0.71648 -0.47877 -2.12892
O -0.51043 1.91386 0.22578
H -0.19213 3.81534 -1.24864
F 1.29487 0.12796 0.72563
H 0.07551 -1.18938 2.56586
H -1.18168 -1.69226 -0.28194
H -1.45895 -1.12672 2.35843
H -0.58461 -2.74947 2.00901
F 1.25670 -1.19456 -2.04346
C -0.66480 -1.65044 1.97703
C 0.46229 -0.26461 -1.45091

The relative energy (zero: lowest compared OMol25 entry of this formula, charge and spin) is 1.1864 eV. For the energy, the calculation gives -29357.0938 eV. The spin multiplicity is 1. As for the orbital gap: 0.4018 Eh. For the molar mass, the calculation gives 190.1 g/mol.

Löwdin population analysis, charges in e, atoms 1 to 6: C -0.192; S 1.023; C -0.047; O -0.153; O -0.265; F 0.105